This record from the OMol25 dataset describes a cluster of 22 separate species, C44H140N8O28 in total. The level of theory is ωB97M-V/def2-TZVPD.

The geometry in XYZ format:
```
220
C44H140N8O28 ωB97M-V/def2-TZVPD
C 0.803 -5.129 -0.675
C 0.177 -5.305 0.693
C -1.286 -5.565 0.574
O -1.939 -5.986 1.770
C -2.124 -5.001 2.805
N 0.764 -6.496 1.396
H 0.324 -4.452 -1.293
H 0.845 -6.092 -1.285
H 1.862 -4.741 -0.553
H 0.406 -4.413 1.307
H -1.443 -6.473 -0.030
H -1.790 -4.705 0.097
H -1.195 -5.098 3.371
H -3.005 -5.324 3.398
H -2.231 -3.951 2.486
H -0.034 -7.031 1.735
H 1.190 -7.099 0.662
C 2.748 3.364 6.403
C 3.831 2.446 6.974
C 4.973 2.462 5.959
O 6.027 1.697 6.516
C 7.068 1.383 5.591
N 4.397 2.858 8.319
H 3.109 4.346 6.150
H 1.978 3.446 7.196
H 2.342 2.965 5.474
H 3.474 1.357 7.199
H 5.315 3.457 5.690
H 4.701 2.017 4.982
H 7.287 2.231 4.877
H 6.816 0.409 5.141
H 8.038 1.286 6.110
H 5.252 2.296 8.335
H 4.641 3.832 8.320
C -3.070 3.106 -5.473
C -1.526 3.064 -5.662
C -0.760 4.275 -5.046
O -1.010 4.349 -3.678
C -0.284 5.316 -2.940
N -1.200 1.671 -5.258
H -3.538 2.435 -6.130
H -3.426 4.080 -5.714
H -3.214 2.857 -4.462
H -1.273 3.115 -6.805
H -1.108 5.187 -5.563
H 0.321 4.153 -5.240
H -0.741 6.278 -3.202
H 0.827 5.240 -3.007
H -0.466 5.116 -1.922
H -0.173 1.633 -5.299
H -1.411 1.606 -4.274
C 0.616 3.214 3.124
C 0.226 4.584 3.772
C -0.770 5.374 2.838
O -0.209 5.791 1.608
C 0.596 6.901 1.648
N -0.506 4.282 4.996
H 0.639 3.334 2.047
H -0.241 2.582 3.397
H 1.562 2.822 3.565
H 1.159 5.155 3.941
H -1.095 6.291 3.403
H -1.656 4.739 2.601
H 1.604 6.758 2.085
H 0.035 7.651 2.267
H 0.793 7.359 0.734
H 0.005 3.521 5.501
H -0.496 5.035 5.632
C 3.288 -1.935 2.685
C 1.919 -1.710 3.357
C 1.426 -0.243 3.342
O 0.164 -0.111 3.797
C -0.050 -0.295 5.149
N 0.886 -2.490 2.610
H 3.999 -1.272 3.140
H 3.286 -1.867 1.572
H 3.670 -2.990 2.811
H 1.967 -2.168 4.328
H 1.363 0.031 2.251
H 2.213 0.447 3.852
H -0.210 -1.303 5.570
H -0.954 0.289 5.282
H 0.788 0.127 5.705
H -0.016 -2.416 2.999
H 0.746 -2.303 1.627
C 5.147 0.756 1.388
C 4.395 1.865 0.601
C 4.689 3.304 1.148
O 3.925 3.359 2.306
C 4.202 4.338 3.206
N 4.685 1.856 -0.858
H 4.762 -0.211 1.133
H 5.010 0.811 2.508
H 6.233 0.745 1.148
H 3.326 1.664 0.726
H 4.321 4.015 0.378
H 5.784 3.418 1.237
H 3.694 5.342 3.049
H 5.278 4.472 3.401
H 3.745 3.968 4.156
H 5.596 1.430 -1.053
H 3.978 1.374 -1.425
C -2.626 1.123 2.508
C -3.361 -0.069 1.960
C -4.382 -0.670 2.950
O -3.874 -0.957 4.237
C -3.097 -2.147 4.246
N -4.089 0.294 0.737
H -1.756 0.816 3.041
H -3.229 1.799 3.072
H -2.272 1.751 1.679
H -2.594 -0.884 1.726
H -4.850 -1.506 2.463
H -5.161 0.155 3.189
H -2.728 -2.287 5.258
H -2.270 -2.120 3.540
H -3.702 -2.997 3.888
H -4.351 -0.520 0.186
H -3.539 0.891 0.117
C -3.467 -6.866 -3.424
C -2.690 -5.905 -4.275
C -3.645 -4.866 -4.945
O -4.137 -5.306 -6.203
C -5.039 -4.386 -6.800
N -1.836 -5.087 -3.384
H -4.060 -6.267 -2.642
H -2.932 -7.538 -2.766
H -4.129 -7.425 -4.099
H -2.087 -6.463 -5.008
H -3.044 -3.900 -5.114
H -4.564 -4.660 -4.253
H -5.541 -4.839 -7.674
H -4.501 -3.484 -7.061
H -5.775 -4.089 -6.030
H -1.194 -4.496 -3.895
H -1.304 -5.648 -2.692
O 3.280 0.211 -3.372
H 2.524 0.867 -3.384
H 3.400 -0.053 -4.334
O 1.783 -4.890 3.770
H 1.686 -4.229 3.056
H 1.383 -5.715 3.449
O -6.111 2.195 0.249
H -5.550 1.463 0.484
H -6.883 1.819 -0.183
O 0.157 -1.502 -2.729
H 1.107 -1.732 -2.472
H 0.017 -1.846 -3.633
O 3.751 4.261 -2.696
H 3.828 5.032 -2.118
H 4.274 3.568 -2.236
O 1.439 2.150 -3.539
H 2.032 2.929 -3.432
H 0.653 2.299 -2.935
O 2.920 -1.411 -1.364
H 3.374 -0.803 -1.998
H 2.300 -0.793 -0.939
O -1.852 -0.641 -6.821
H -1.697 0.132 -6.229
H -2.781 -0.962 -6.679
C 7.498 -2.142 0.445
C 6.478 -1.966 -0.627
O 5.358 -2.749 -0.317
O 8.298 -1.058 0.832
H 8.096 -3.092 0.210
H 6.954 -2.330 1.387
H 7.019 -2.320 -1.558
H 6.153 -0.921 -0.809
H 4.548 -2.385 -0.688
H 9.084 -1.087 0.308
C 0.987 -2.489 -5.946
C 1.659 -1.192 -5.680
O 2.984 -1.235 -6.242
O -0.293 -2.412 -5.432
H 1.460 -3.348 -5.474
H 0.982 -2.627 -7.045
H 1.728 -0.940 -4.636
H 1.028 -0.449 -6.203
H 3.122 -0.920 -7.121
H -0.917 -1.829 -5.980
C -2.921 -2.207 -1.619
C -3.150 -1.377 -2.861
O -4.406 -1.793 -3.446
O -3.394 -3.480 -1.691
H -3.443 -1.705 -0.829
H -1.869 -2.119 -1.353
H -2.351 -1.580 -3.616
H -3.171 -0.279 -2.685
H -4.272 -2.705 -3.809
H -2.775 -4.059 -2.329
C -6.676 -2.931 0.699
C -6.485 -2.545 -0.784
O -6.107 -1.185 -0.978
O -7.358 -1.964 1.420
H -5.712 -2.954 1.175
H -7.206 -3.863 0.749
H -7.424 -2.639 -1.379
H -5.813 -3.217 -1.214
H -5.828 -1.061 -1.941
H -6.956 -1.128 1.120
C -3.462 4.728 0.567
C -3.372 4.242 -0.893
O -3.811 2.941 -1.117
O -2.805 5.979 0.763
H -3.172 3.954 1.341
H -4.520 4.841 0.774
H -2.302 4.221 -1.164
H -3.830 4.969 -1.485
H -4.698 2.863 -0.662
H -1.828 5.795 0.694
C -0.946 2.023 -0.803
C -0.301 0.747 -0.340
O 0.910 0.481 -1.023
O -0.988 1.987 -2.283
H -0.303 2.826 -0.466
H -1.955 2.184 -0.430
H -0.933 -0.144 -0.534
H -0.034 0.933 0.754
H 0.696 -0.112 -1.834
H -1.244 2.868 -2.669
```

Output
Highest occupied orbital energy (eV): -9.1
HOMO-LUMO gap (eV): 9.259
LUMO energy (eV): 0.193
Energy relative to the best compared isomer or geometry (same formula, charge and spin) (kJ/mol): 160.75
Total energy (eV): -117142.3121
Molecular weight (g mol⁻¹): 1229.63

Löwdin atomic charge list, values in e, 6 entries: number 1, C, carries -0.06; number 2, C, carries -0.43; number 3, C, carries -0.22; number 4, O, carries -0.20; number 5, C, carries -0.08; number 6, N, carries 0.04

---

This record from the OMol25 dataset describes a structure of composition C44H22F5IN5OSeTa. The level of theory is ωB97M-V/def2-TZVPD.

The geometry in XYZ format:
```
80
C44H22F5IN5OSeTa ωB97M-V/def2-TZVPD
Ta 0.296 1.419 -0.391
I -1.557 -0.586 1.445
C 0.240 -1.083 2.363
C 0.275 -2.284 3.004
C 1.386 -2.602 3.814
C 2.362 -1.672 3.999
C 2.319 -0.417 3.338
C 3.309 0.557 3.623
C 3.251 1.778 3.033
C 2.274 2.029 2.041
C 1.309 1.119 1.654
C 1.277 -0.107 2.420
H -0.544 -2.985 2.909
H 1.430 -3.564 4.308
H 3.192 -1.870 4.668
H 4.092 0.311 4.331
H 3.985 2.540 3.268
H 2.352 2.982 1.536
Se -7.390 3.725 0.877
N -5.866 4.074 1.727
C -4.927 3.451 1.075
C -3.507 3.504 1.450
C -3.042 4.238 2.540
C -1.692 4.258 2.801
C -0.837 3.555 1.958
N -1.275 2.845 0.925
C -2.591 2.806 0.681
C -3.027 1.976 -0.454
N -2.074 1.275 -1.069
C -2.382 0.556 -2.141
C -3.682 0.477 -2.629
C -4.680 1.165 -1.974
C -4.352 1.936 -0.862
C -5.344 2.691 -0.085
N -6.616 2.707 -0.361
H -3.753 4.774 3.155
H -1.285 4.812 3.635
H 0.231 3.562 2.119
H -1.561 0.037 -2.617
H -3.889 -0.121 -3.506
H -5.711 1.132 -2.304
O -0.773 4.039 -3.763
C -0.410 3.251 -2.967
N -0.062 2.430 -2.166
F 0.954 4.411 -0.262
C 2.119 3.870 -0.717
C 2.215 2.492 -0.815
C 3.447 2.011 -1.213
F 3.695 0.699 -1.327
C 4.508 2.851 -1.506
F 5.691 2.359 -1.886
C 4.353 4.218 -1.404
F 5.377 5.030 -1.685
C 3.143 4.746 -0.997
F 3.000 6.070 -0.871
C 0.627 -0.402 -1.085
C 0.577 -1.673 -1.275
C 0.499 -2.987 -1.362
C 1.312 -3.797 -0.406
C 2.500 -3.281 0.117
C 3.248 -4.004 1.033
C 2.825 -5.260 1.449
C 1.644 -5.782 0.939
C 0.895 -5.058 0.018
C -0.386 -3.617 -2.381
C -1.648 -3.086 -2.644
C -2.482 -3.654 -3.598
C -2.071 -4.778 -4.302
C -0.821 -5.324 -4.040
C 0.012 -4.751 -3.089
H 2.838 -2.304 -0.211
H 4.167 -3.583 1.422
H 3.412 -5.828 2.160
H 1.301 -6.760 1.256
H -0.032 -5.472 -0.361
H -1.984 -2.240 -2.058
H -3.462 -3.229 -3.779
H -2.723 -5.231 -5.038
H -0.489 -6.201 -4.582
H 0.992 -5.175 -2.905
```

Output
Highest occupied orbital energy (eV): -6.7
HOMO-LUMO gap (eV): 5.279
LUMO energy (eV): -1.417
Energy relative to the best compared isomer or geometry (same formula, charge and spin) (kJ/mol): 0.00
Total energy (eV): -144067.5511
Molecular weight (g mol⁻¹): 1118.50

Löwdin atomic charge list, values in e, 6 entries: number 1, Ta, carries 1.57; number 2, I, carries 1.16; number 3, C, carries -0.62; number 4, C, carries -0.16; number 5, C, carries -0.08; number 6, C, carries -0.04

---

This record from the OMol25 dataset describes a structure of composition C44H24AuCl4N4. The level of theory is ωB97M-V/def2-TZVPD.

The geometry in XYZ format:
```
77
C44H24AuCl4N4 ωB97M-V/def2-TZVPD
Au -0.019 -0.076 -0.096
Cl 8.505 -3.672 -0.934
C 6.854 -3.176 -0.791
C 5.865 -4.130 -0.629
C 4.542 -3.728 -0.503
C 4.208 -2.379 -0.531
C 5.218 -1.431 -0.697
C 6.540 -1.825 -0.833
C 2.804 -1.902 -0.335
C 1.938 -1.895 -1.415
C 2.166 -2.463 -2.697
C 0.984 -2.438 -3.374
C 0.012 -1.830 -2.526
C -1.347 -1.538 -2.841
C -2.227 -2.525 -3.500
C -3.611 -2.311 -3.555
C -4.471 -3.237 -4.115
C -3.969 -4.429 -4.606
Cl -5.040 -5.605 -5.269
C -2.614 -4.697 -4.525
C -1.761 -3.760 -3.973
C -1.822 -0.271 -2.492
N -1.337 0.507 -1.461
C -2.007 1.701 -1.463
C -1.985 2.655 -0.444
C -2.777 3.907 -0.646
C -2.337 4.881 -1.535
C -3.082 6.032 -1.749
C -4.283 6.200 -1.080
Cl -5.221 7.627 -1.354
C -4.743 5.238 -0.195
C -3.985 4.097 0.023
C -1.370 2.447 0.787
C -1.463 3.307 1.936
C -0.829 2.696 2.962
C -0.282 1.461 2.467
N -0.644 1.339 1.145
C 0.568 0.625 3.173
C 1.362 -0.357 2.557
C 2.442 -1.080 3.156
C 3.122 -1.706 2.159
C 2.439 -1.441 0.935
N 1.358 -0.641 1.217
C 0.761 0.907 4.627
C 1.982 1.374 5.110
C 2.167 1.606 6.464
C 1.125 1.354 7.345
Cl 1.362 1.601 9.041
C -0.101 0.909 6.883
C -0.280 0.694 5.525
C -2.882 1.715 -2.603
C -2.801 0.504 -3.203
N 0.617 -1.482 -1.355
H 6.129 -5.179 -0.594
H 3.765 -4.473 -0.372
H 4.965 -0.377 -0.721
H 7.326 -1.091 -0.961
H 3.112 -2.858 -3.036
H 0.809 -2.755 -4.389
H -4.038 -1.424 -3.111
H -5.536 -3.048 -4.151
H -2.235 -5.647 -4.882
H -0.719 -4.013 -3.895
H -1.397 4.747 -2.057
H -2.733 6.798 -2.429
H -5.688 5.379 0.314
H -4.341 3.337 0.710
H -1.965 4.262 1.947
H -0.708 3.055 3.973
H 2.653 -1.108 4.214
H 4.000 -2.329 2.244
H 2.791 1.574 4.416
H 3.110 1.984 6.837
H -0.907 0.729 7.583
H -1.237 0.337 5.161
H -3.501 2.551 -2.886
H -3.304 0.185 -4.103
```

Output
Highest occupied orbital energy (alpha / beta) (eV): -10.0 / -10.0
Total charge: +1
HOMO-LUMO gap (alpha / beta) (eV): 5.368 / 5.368
LUMO energy (alpha / beta) (eV): -4.634 / -4.635
Total energy (eV): -105755.0631
Molecular weight (g mol⁻¹): 947.48

Löwdin atomic charge list, values in e, 6 entries: number 1, Au, carries 1.46; number 2, Cl, carries 0.70; number 3, C, carries -0.67; number 4, C, carries -0.09; number 5, C, carries -0.02; number 6, C, carries -0.22

---

The lowest total energy belongs to which entry?
C44H22F5IN5OSeTa

---

Please write out number 3 again, unchanged.
This record from the OMol25 dataset describes a structure of composition C44H24AuCl4N4. The level of theory is ωB97M-V/def2-TZVPD.

The geometry in XYZ format:
```
77
C44H24AuCl4N4 ωB97M-V/def2-TZVPD
Au -0.019 -0.076 -0.096
Cl 8.505 -3.672 -0.934
C 6.854 -3.176 -0.791
C 5.865 -4.130 -0.629
C 4.542 -3.728 -0.503
C 4.208 -2.379 -0.531
C 5.218 -1.431 -0.697
C 6.540 -1.825 -0.833
C 2.804 -1.902 -0.335
C 1.938 -1.895 -1.415
C 2.166 -2.463 -2.697
C 0.984 -2.438 -3.374
C 0.012 -1.830 -2.526
C -1.347 -1.538 -2.841
C -2.227 -2.525 -3.500
C -3.611 -2.311 -3.555
C -4.471 -3.237 -4.115
C -3.969 -4.429 -4.606
Cl -5.040 -5.605 -5.269
C -2.614 -4.697 -4.525
C -1.761 -3.760 -3.973
C -1.822 -0.271 -2.492
N -1.337 0.507 -1.461
C -2.007 1.701 -1.463
C -1.985 2.655 -0.444
C -2.777 3.907 -0.646
C -2.337 4.881 -1.535
C -3.082 6.032 -1.749
C -4.283 6.200 -1.080
Cl -5.221 7.627 -1.354
C -4.743 5.238 -0.195
C -3.985 4.097 0.023
C -1.370 2.447 0.787
C -1.463 3.307 1.936
C -0.829 2.696 2.962
C -0.282 1.461 2.467
N -0.644 1.339 1.145
C 0.568 0.625 3.173
C 1.362 -0.357 2.557
C 2.442 -1.080 3.156
C 3.122 -1.706 2.159
C 2.439 -1.441 0.935
N 1.358 -0.641 1.217
C 0.761 0.907 4.627
C 1.982 1.374 5.110
C 2.167 1.606 6.464
C 1.125 1.354 7.345
Cl 1.362 1.601 9.041
C -0.101 0.909 6.883
C -0.280 0.694 5.525
C -2.882 1.715 -2.603
C -2.801 0.504 -3.203
N 0.617 -1.482 -1.355
H 6.129 -5.179 -0.594
H 3.765 -4.473 -0.372
H 4.965 -0.377 -0.721
H 7.326 -1.091 -0.961
H 3.112 -2.858 -3.036
H 0.809 -2.755 -4.389
H -4.038 -1.424 -3.111
H -5.536 -3.048 -4.151
H -2.235 -5.647 -4.882
H -0.719 -4.013 -3.895
H -1.397 4.747 -2.057
H -2.733 6.798 -2.429
H -5.688 5.379 0.314
H -4.341 3.337 0.710
H -1.965 4.262 1.947
H -0.708 3.055 3.973
H 2.653 -1.108 4.214
H 4.000 -2.329 2.244
H 2.791 1.574 4.416
H 3.110 1.984 6.837
H -0.907 0.729 7.583
H -1.237 0.337 5.161
H -3.501 2.551 -2.886
H -3.304 0.185 -4.103
```

Output
Highest occupied orbital energy (alpha / beta) (eV): -10.0 / -10.0
Total charge: +1
HOMO-LUMO gap (alpha / beta) (eV): 5.368 / 5.368
LUMO energy (alpha / beta) (eV): -4.634 / -4.635
Total energy (eV): -105755.0631
Molecular weight (g mol⁻¹): 947.48

Löwdin atomic charge list, values in e, 6 entries: number 1, Au, carries 1.46; number 2, Cl, carries 0.70; number 3, C, carries -0.67; number 4, C, carries -0.09; number 5, C, carries -0.02; number 6, C, carries -0.22

---

Please write out number 2 again, unchanged.
This record from the OMol25 dataset describes a structure of composition C44H22F5IN5OSeTa. The level of theory is ωB97M-V/def2-TZVPD.

The geometry in XYZ format:
```
80
C44H22F5IN5OSeTa ωB97M-V/def2-TZVPD
Ta 0.296 1.419 -0.391
I -1.557 -0.586 1.445
C 0.240 -1.083 2.363
C 0.275 -2.284 3.004
C 1.386 -2.602 3.814
C 2.362 -1.672 3.999
C 2.319 -0.417 3.338
C 3.309 0.557 3.623
C 3.251 1.778 3.033
C 2.274 2.029 2.041
C 1.309 1.119 1.654
C 1.277 -0.107 2.420
H -0.544 -2.985 2.909
H 1.430 -3.564 4.308
H 3.192 -1.870 4.668
H 4.092 0.311 4.331
H 3.985 2.540 3.268
H 2.352 2.982 1.536
Se -7.390 3.725 0.877
N -5.866 4.074 1.727
C -4.927 3.451 1.075
C -3.507 3.504 1.450
C -3.042 4.238 2.540
C -1.692 4.258 2.801
C -0.837 3.555 1.958
N -1.275 2.845 0.925
C -2.591 2.806 0.681
C -3.027 1.976 -0.454
N -2.074 1.275 -1.069
C -2.382 0.556 -2.141
C -3.682 0.477 -2.629
C -4.680 1.165 -1.974
C -4.352 1.936 -0.862
C -5.344 2.691 -0.085
N -6.616 2.707 -0.361
H -3.753 4.774 3.155
H -1.285 4.812 3.635
H 0.231 3.562 2.119
H -1.561 0.037 -2.617
H -3.889 -0.121 -3.506
H -5.711 1.132 -2.304
O -0.773 4.039 -3.763
C -0.410 3.251 -2.967
N -0.062 2.430 -2.166
F 0.954 4.411 -0.262
C 2.119 3.870 -0.717
C 2.215 2.492 -0.815
C 3.447 2.011 -1.213
F 3.695 0.699 -1.327
C 4.508 2.851 -1.506
F 5.691 2.359 -1.886
C 4.353 4.218 -1.404
F 5.377 5.030 -1.685
C 3.143 4.746 -0.997
F 3.000 6.070 -0.871
C 0.627 -0.402 -1.085
C 0.577 -1.673 -1.275
C 0.499 -2.987 -1.362
C 1.312 -3.797 -0.406
C 2.500 -3.281 0.117
C 3.248 -4.004 1.033
C 2.825 -5.260 1.449
C 1.644 -5.782 0.939
C 0.895 -5.058 0.018
C -0.386 -3.617 -2.381
C -1.648 -3.086 -2.644
C -2.482 -3.654 -3.598
C -2.071 -4.778 -4.302
C -0.821 -5.324 -4.040
C 0.012 -4.751 -3.089
H 2.838 -2.304 -0.211
H 4.167 -3.583 1.422
H 3.412 -5.828 2.160
H 1.301 -6.760 1.256
H -0.032 -5.472 -0.361
H -1.984 -2.240 -2.058
H -3.462 -3.229 -3.779
H -2.723 -5.231 -5.038
H -0.489 -6.201 -4.582
H 0.992 -5.175 -2.905
```

Output
Highest occupied orbital energy (eV): -6.7
HOMO-LUMO gap (eV): 5.279
LUMO energy (eV): -1.417
Energy relative to the best compared isomer or geometry (same formula, charge and spin) (kJ/mol): 0.00
Total energy (eV): -144067.5511
Molecular weight (g mol⁻¹): 1118.50

Löwdin atomic charge list, values in e, 6 entries: number 1, Ta, carries 1.57; number 2, I, carries 1.16; number 3, C, carries -0.62; number 4, C, carries -0.16; number 5, C, carries -0.08; number 6, C, carries -0.04

---

Look up the molecular weight of the third one.
947.48 g mol⁻¹